{"formula": "C2H6N6", "method": "the ωB97M-V functional and the def2-TZVPD basis", "species": ["H", "N", "C", "N", "N", "C", "N", "H", "N", "N", "H", "H", "H", "H"], "xyz": [[2.821705, -0.634023, -0.292989], [2.158162, 0.180589, -0.205919], [1.040143, -0.289948, -0.015369], [0.466231, -1.627705, 0.075941], [-0.930466, -1.557138, 0.102663], [-1.282300, -0.108476, 0.039683], [-2.444860, 0.274507, -0.136490], [-2.396315, 1.318966, -0.272024], [-0.061410, 0.530193, 0.132711], [0.009801, 1.947861, 0.145951], [0.790746, -2.270263, 0.786562], [-1.418303, -1.912874, -0.698365], [0.571078, 2.012018, 0.985099], [0.675784, 2.136298, -0.647448]], "forces_ev_per_a": [[-0.5074, 1.3175, -0.0028], [3.6443, -1.1614, -0.2268], [-4.0635, -1.7993, 0.8271], [1.3220, 0.3033, -1.1428], [-1.3365, 2.8659, 0.8622], [2.0311, -2.9757, 0.4829], [-0.9305, 2.2604, -0.4381], [-0.3773, -1.2046, 0.2818], [-1.3529, 0.4220, -0.3081], [1.3322, -1.2943, -0.9509], [0.3404, 0.5022, 0.0342], [0.4084, -0.7560, -0.5919], [0.2414, 1.2599, 0.1704], [-0.7516, 0.2601, 1.0029]], "charge": 0, "energy_ev": -11109.972, "smiles": "[H]/N=c1\\[nH][nH]/c(=N/[H])n1N", "de_lowest_kj_mol": 31.4, "homo_lumo_gap_ev": 9.9}

***

{"formula": "C61H83BaF24N12O18S8", "method": "the ωB97M-V functional and the def2-TZVPD basis", "species": ["Ba", "C", "C", "C", "O", "H", "H", "H", "H", "H", "H", "H", "C", "C", "C", "N", "C", "C", "C", "C", "C", "C", "H", "H", "H", "H", "H", "H", "H", "H", "H", "H", "H", "H", "H", "H", "H", "H", "H", "H", "H", "H", "C", "N", "C", "C", "C", "C", "C", "C", "C", "C", "N", "C", "C", "C", "H", "H", "H", "H", "H", "H", "H", "H", "H", "H", "H", "H", "H", "H", "C", "N", "C", "C", "C", "C", "C", "C", "C", "C", "N", "C", "C", "C", "H", "H", "H", "H", "H", "H", "H", "H", "H", "H", "H", "H", "H", "H", "C", "N", "C", "C", "C", "C", "C", "C", "C", "C", "N", "C", "C", "C", "H", "H", "H", "H", "H", "H", "H", "H", "H", "H", "H", "H", "H", "H", "C", "N", "C", "C", "C", "C", "O", "H", "H", "H", "H", "H", "H", "H", "H", "H", "H", "H", "H", "H", "H", "C", "F", "F", "F", "S", "O", "O", "N", "S", "O", "O", "C", "F", "F", "F", "C", "F", "F", "F", "S", "O", "O", "N", "S", "O", "O", "C", "F", "F", "F", "C", "F", "F", "F", "S", "O", "O", "N", "S", "O", "O", "C", "F", "F", "F", "C", "F", "F", "F", "S", "O", "O", "N", "S", "O", "O", "C", "F", "F", "F"], "xyz": [[1.382952, -0.140937, 4.100991], [-1.165411, 2.039914, 0.231741], [-0.388223, 0.828021, 0.780396], [0.267569, -0.019899, -0.317821], [0.501591, 1.149966, 1.772403], [-0.745215, 2.362316, -0.720930], [-1.324088, 2.887780, 0.898116], [-2.199929, 1.817062, -0.029415], [-1.140316, 0.087660, 1.052985], [0.977990, 0.578588, -0.888106], [-0.496444, -0.391208, -1.000833], [0.825551, -0.870046, 0.074601], [-6.327721, -5.299815, 1.911298], [-6.682393, -4.077461, 1.047635], [-6.368491, -2.752073, 1.829192], [-6.522239, -1.411241, 0.982561], [-6.571430, -0.267743, 1.971384], [-5.173018, -0.108494, 2.609005], [-4.072304, 0.070924, 1.535891], [-4.052952, -1.022708, 0.483885], [-5.451980, -1.189935, -0.057792], [-7.850323, -1.404327, 0.175425], [-6.737999, -6.243382, 1.551508], [-6.716255, -5.218703, 2.926466], [-5.250870, -5.404559, 2.043701], [-7.739367, -4.188044, 0.805390], [-6.054510, -4.016958, 0.158701], [-5.315452, -2.717467, 2.108492], [-6.936267, -2.590437, 2.745498], [-7.374362, -0.273273, 2.708520], [-6.658177, 0.707732, 1.492826], [-5.112832, -0.873717, 3.382889], [-5.278970, 0.809373, 3.187282], [-3.107276, 0.143026, 2.037523], [-4.227208, 1.071848, 1.133082], [-3.728683, -1.922735, 1.006273], [-3.276234, -0.801952, -0.248280], [-5.496382, -2.036807, -0.742578], [-5.688194, -0.307711, -0.652767], [-7.722391, -2.134594, -0.623606], [-7.891886, -0.396924, -0.238707], [-8.684324, -1.630531, 0.839784], [-2.647088, -0.711835, -3.552938], [-1.462056, -0.731355, -4.529268], [-0.693236, 0.378896, -4.673508], [0.269540, 0.453504, -5.665560], [0.568758, -0.687947, -6.385689], [-0.197430, -1.814915, -6.232613], [-1.296948, -1.768293, -5.407533], [1.737693, -0.780615, -7.320581], [1.554302, -0.969715, -8.652640], [2.684748, -0.718524, -9.536071], [3.906718, -0.381269, -9.047922], [4.047335, -0.139053, -7.721636], [3.014151, -0.414185, -6.810666], [5.033448, -0.149126, -9.891024], [-3.184931, -1.625413, -3.806296], [-3.216362, 0.163453, -3.865836], [-2.316955, -0.658432, -2.515503], [-0.975477, 1.212893, -4.048066], [0.881693, 1.337060, -5.770361], [-0.034562, -2.670996, -6.870584], [-1.943169, -2.633481, -5.422996], [0.615286, -1.190918, -9.138141], [2.663948, -0.979098, -10.583963], [5.011617, 0.231628, -7.406733], [3.121683, -0.172566, -5.763542], [5.303768, 0.904127, -9.815612], [4.782677, -0.355589, -10.931499], [5.843145, -0.718057, -9.434049], [6.136072, 8.344620, 7.046427], [5.368303, 7.606270, 5.985070], [4.316503, 8.298103, 5.495843], [3.591458, 7.755757, 4.423669], [3.875101, 6.469637, 3.951968], [4.914952, 5.770402, 4.578762], [5.654340, 6.351793, 5.623721], [3.126824, 5.913740, 2.805863], [2.267029, 4.839250, 2.992999], [1.567318, 4.377087, 1.876599], [1.888296, 4.785314, 0.658332], [2.680915, 5.812160, 0.436381], [3.371308, 6.381260, 1.476686], [1.395574, 4.076758, -0.530061], [7.180326, 8.035779, 6.998950], [5.741208, 7.959178, 7.986432], [6.055175, 9.418864, 6.880460], [4.181360, 9.323661, 5.806286], [2.857929, 8.380254, 3.935485], [5.319692, 4.849582, 4.185448], [6.549761, 5.918310, 6.044095], [2.269357, 4.332606, 3.946783], [0.832168, 3.586447, 1.905717], [2.690920, 6.087309, -0.607937], [4.055244, 7.207274, 1.348857], [1.617838, 3.013836, -0.435731], [2.067974, 4.196380, -1.379569], [0.330627, 4.267470, -0.662781], [2.397855, -2.843237, -1.465099], [3.185879, -4.108297, -1.614590], [2.572023, -5.233398, -1.415170], [3.301530, -6.441133, -1.621940], [4.689962, -6.424219, -2.077154], [5.300321, -5.160448, -2.042647], [4.494010, -4.036452, -1.879815], [5.311746, -7.667983, -2.557451], [6.561537, -8.154955, -2.113051], [7.170087, -9.233553, -2.780176], [6.537100, -9.853090, -3.796383], [5.373846, -9.375633, -4.290123], [4.735639, -8.269020, -3.706019], [7.085374, -11.116056, -4.312477], [2.336000, -2.728969, -0.382873], [1.432851, -3.038082, -1.932966], [2.946431, -2.067549, -1.999389], [1.521817, -5.268496, -1.165678], [2.777397, -7.326108, -1.292514], [6.332548, -5.064108, -2.345349], [4.900415, -3.038763, -1.956509], [7.129330, -7.697959, -1.316073], [8.155099, -9.617790, -2.559918], [4.828552, -9.890746, -5.067112], [3.762121, -7.953253, -4.050921], [7.179827, -11.775806, -3.449983], [8.128073, -10.974918, -4.597033], [6.394562, -11.551953, -5.034187], [-2.928006, 8.024373, 3.097575], [-3.036282, 6.638222, 3.842008], [-2.123215, 6.771882, 5.073750], [-4.514177, 6.638184, 4.240003], [-2.586992, 5.500006, 2.854859], [-3.658283, 4.731985, 2.052571], [-4.204213, 5.731852, 1.207124], [-1.917150, 8.231423, 2.746279], [-3.185238, 8.826865, 3.788907], [-3.614354, 8.006542, 2.250978], [-2.254174, 5.892384, 5.704166], [-2.523083, 7.628015, 5.617116], [-1.129361, 6.895257, 4.643474], [-4.653069, 5.669660, 4.720389], [-5.155119, 6.754092, 3.366022], [-4.670117, 7.437323, 4.964692], [-2.000298, 4.846608, 3.500579], [-1.891744, 5.869256, 2.100947], [-4.351060, 4.304181, 2.777240], [-3.223746, 3.954035, 1.424820], [-4.630655, 5.260082, 0.487981], [4.522421, 0.572156, 6.457188], [5.201342, -0.334014, 5.824751], [3.366740, -0.023646, 6.639747], [5.090169, 0.966530, 7.552595], [4.378055, 2.077796, 5.250892], [3.366957, 2.987806, 5.859430], [5.704697, 2.727000, 5.151246], [3.718238, 1.264685, 3.822903], [4.670142, 1.713284, 2.728204], [4.547818, 3.124129, 2.492548], [6.005680, 1.163083, 2.916131], [3.966893, 0.835107, 1.119763], [3.207542, -0.221720, 1.374210], [3.409282, 1.832172, 0.450714], [4.968198, 0.435217, 0.315954], [-2.427640, -4.784244, -0.888250], [-1.486659, -4.735278, 0.098636], [-2.697173, -6.110446, -1.135266], [-3.562254, -4.091057, -0.531747], [-1.603342, -4.014422, -2.390955], [-2.702551, -3.945898, -3.364506], [-1.181752, -2.660950, -1.966076], [-0.341665, -5.171681, -2.661173], [-0.670644, -5.871354, -3.975424], [-1.772538, -6.814326, -3.842639], [-0.779595, -4.911123, -5.078753], [0.906299, -7.003345, -4.248262], [1.996987, -6.213839, -4.472250], [1.086700, -7.715390, -3.141004], [0.663176, -7.778863, -5.293035], [-1.646968, -2.449799, 3.221674], [-1.678425, -1.256649, 3.715507], [-2.867901, -2.921390, 3.185407], [-1.133955, -2.376171, 2.037446], [-0.447006, -3.599087, 4.275228], [-0.921170, -3.532170, 5.637019], [-0.573952, -4.945446, 3.683628], [1.091516, -2.850122, 4.101316], [1.942179, -3.968936, 3.663530], [2.030945, -5.078138, 4.562118], [1.808098, -4.276635, 2.248235], [3.704822, -3.063783, 3.796323], [3.937512, -2.818014, 5.064275], [4.676886, -3.851814, 3.324478], [3.797404, -1.940339, 3.053015], [-8.125340, 5.035746, 0.233117], [-8.435735, 5.561825, -1.024063], [-7.578882, 5.986069, 1.060432], [-9.185157, 4.595308, 0.847756], [-6.791259, 3.646282, 0.007463], [-6.269085, 3.249663, 1.298935], [-7.515477, 2.550502, -0.619814], [-5.569292, 4.496349, -0.827734], [-5.092983, 3.437460, -1.830433], [-4.789485, 2.135650, -1.307253], [-5.750680, 3.452535, -3.170705], [-3.278591, 4.127357, -2.147096], [-3.400506, 5.243269, -2.938991], [-2.651470, 4.518813, -0.976949], [-2.530565, 3.284234, -2.916844]], "forces_ev_per_a": [[0.4118, -0.4675, 0.2383], [-0.2518, -0.1918, -0.7025], [-0.6571, 1.5255, -0.2028], [0.9317, -0.2003, -0.7055], [-0.6045, -0.7895, -0.2248], [0.1510, 0.2541, 0.1465], [0.6530, -0.0732, 0.2725], [-0.1354, -0.6361, -0.0196], [-0.1398, -0.4348, 1.2450], [0.0240, 0.2137, -0.0153], [-0.0590, -0.0266, 0.1718], [-0.2650, -0.0251, 0.1967], [0.3881, 0.1730, 0.4808], [0.1984, 0.7621, 1.0213], [0.2321, 0.2507, -1.2235], [-1.8709, -0.3598, 0.3293], [1.9168, 1.2327, -0.3165], [-1.1505, 0.0124, 0.4623], [-0.1878, 0.3962, 1.1817], [-0.0242, 0.0847, 1.5672], [0.4311, -0.4385, -0.7271], [1.2907, 0.0617, 0.4859], [0.1075, 0.2168, -0.4000], [-0.2205, 0.2686, 0.0274], [0.0958, -0.0948, -0.1973], [0.0687, 0.4659, -0.2722], [-0.2857, -0.4215, -0.2558], [-0.0716, -0.3410, 0.0587], [-0.2897, -0.1029, -0.2433], [-0.0243, -0.8871, -0.2059], [-0.6189, -0.3117, -0.9927], [0.9708, -0.3315, -0.2412], [0.2502, 0.1817, -0.0205], [0.1964, -0.1650, 0.1761], [-0.2344, -0.0183, -0.4922], [0.0210, -0.2836, -0.2658], [-0.4105, -0.0923, -0.5118], [-0.1060, -0.0981, 0.0946], [-0.4388, 0.1716, 0.2510], [-0.3186, 0.0156, 0.1578], [-0.3715, -0.0890, 0.0094], [0.1320, 0.0251, -0.1156], [0.4715, 0.1585, -1.7000], [-0.2559, -0.3005, -0.7148], [-0.5157, -0.4213, -0.4971], [0.3659, 0.0799, 1.0814], [0.8543, -0.8861, -0.4812], [-0.7799, 0.2540, -0.5271], [0.2605, -0.0196, 1.1582], [0.3075, 1.4828, 1.5020], [2.2990, 0.7203, -2.6586], [-0.3531, -1.4037, 1.7478], [-3.1738, 0.1565, 1.0895], [-0.9838, -0.9127, 1.2538], [0.2389, 0.7275, -1.9529], [1.1680, 0.6269, -0.5203], [-0.0816, 0.1132, 0.5830], [-0.1746, -0.0442, 0.3258], [0.0700, -0.1614, -0.3773], [0.1405, 0.0712, 0.0967], [-0.2037, 0.2004, -0.0372], [-0.0903, -0.2577, 0.2263], [-0.4270, 0.0790, 0.6656], [-0.1216, -0.0781, 0.1687], [-0.2242, 0.3526, -0.1582], [0.0556, -0.0281, 0.0056], [0.2130, -0.1048, -0.0228], [-0.0026, 0.0577, -0.1091], [0.3481, -0.3357, 0.2070], [0.1829, -0.1818, -0.7964], [0.4250, -1.2142, -0.0086], [-0.5653, 1.3637, 0.9330], [0.0527, -1.0617, -1.9786], [0.3319, 0.2399, 0.7062], [0.8013, 0.5200, 0.9964], [0.7108, 0.2556, 0.2479], [-0.6280, 0.4047, -1.4294], [0.6742, -0.2689, -1.5286], [-0.2197, 0.2588, -0.9579], [0.5826, -0.9107, 1.3181], [-0.8624, -0.4117, -0.6678], [1.1374, 0.8853, -0.1405], [-0.6063, 0.3341, 1.5837], [0.1067, -1.1891, -0.1034], [-0.0339, 0.1246, -0.1543], [-0.0257, 0.6096, 0.1578], [-0.1329, -0.2718, 0.2265], [-0.0336, -0.1117, 0.2514], [-0.1773, -0.0031, 0.1026], [-0.4030, -0.3036, 0.0562], [-0.1027, -0.2099, 0.0963], [-0.5892, 0.0520, 0.1893], [0.1536, -0.2027, 0.1484], [0.6694, 0.3933, 0.1056], [-0.0125, 0.0140, -0.3193], [-0.6751, -0.1486, 0.8447], [-0.4311, 1.2756, -0.1034], [0.3016, 0.0666, -0.4316], [0.4993, -1.0651, -0.1339], [0.2841, 2.2032, -0.3384], [0.8978, -3.9187, -0.2021], [0.9783, 1.2994, 0.1723], [-3.1092, 0.7042, 1.8592], [-0.8687, -0.2336, -0.9007], [1.1862, -0.4041, 0.0415], [1.1253, -0.5729, -1.2178], [0.1985, -0.4781, -1.0144], [-1.0461, 0.8519, 0.1548], [-0.7746, 0.5999, -0.3105], [-0.8617, 0.8741, 1.1586], [1.0292, -0.7564, 1.0742], [0.5034, -0.5229, 0.7831], [-0.2529, 0.5602, -0.1251], [-0.1070, 0.2342, 0.2093], [-0.1780, 0.1129, 0.3519], [-0.0393, 0.2194, 0.0942], [0.1632, -0.3667, -0.5747], [0.0933, 0.2590, 0.1724], [0.0638, -0.0297, -0.0037], [-0.1688, 0.0700, 0.1523], [-0.0200, -0.0003, 0.3454], [0.5380, -0.3414, -0.2041], [0.1288, 0.0521, -0.2598], [-0.3917, -0.2142, -0.0380], [-0.2809, 0.1416, -0.7611], [0.4963, 0.1597, -0.1289], [0.1137, -0.6502, 0.0884], [-0.2363, 2.3523, -1.7571], [-1.3871, -0.5354, -1.2439], [0.8542, -1.2294, 0.3594], [0.4325, -0.5213, 0.7000], [0.0270, 2.0139, 0.7618], [0.3794, -0.2507, 1.2140], [0.0698, -0.4537, 0.0637], [-0.2056, -0.2732, 0.0880], [0.0818, -0.1236, 0.1282], [0.2815, -0.0702, -0.1610], [0.5253, 0.0801, -0.0436], [0.0336, 0.0756, 0.5878], [-0.4849, 0.1166, 0.0543], [0.2469, -0.0875, 0.0313], [0.0507, -0.0597, -0.1483], [-0.1662, -0.3217, 0.0649], [-0.0542, 0.7964, 0.2973], [-0.4726, -0.2167, -0.3712], [0.3201, -0.2306, 0.3837], [-0.6356, -0.0008, -0.7981], [0.9627, 0.4487, -1.4742], [1.8133, -0.4834, -0.6048], [-2.2587, 0.4912, 0.7438], [-0.2809, 0.1002, 0.1487], [0.0903, 2.6076, 2.2794], [0.7279, -2.1698, -1.6597], [-2.6523, -2.0786, -0.2539], [-1.5656, 0.1494, 4.3438], [4.8551, -1.0285, -2.9859], [-0.2650, 0.4498, -0.7671], [-1.8369, 0.5396, -0.9671], [3.0379, 1.0882, 0.6716], [-0.9759, 0.3745, -0.3060], [-1.7855, -0.1233, -0.4427], [-0.3765, -0.2233, 0.8635], [0.4605, -1.6594, 0.3787], [-1.3631, 0.1791, -0.5168], [0.0261, 2.8004, 0.5209], [1.8779, -1.1622, -0.4837], [-1.3785, 0.1151, -0.5771], [1.7795, -0.4118, 1.0798], [0.9057, -1.9424, -0.0198], [-1.0698, 4.3625, 3.3566], [-2.5372, -2.7051, -4.1692], [1.7464, 0.7526, -0.3318], [1.0672, -0.9104, 0.4638], [-1.9405, 1.6528, -0.0378], [-0.2570, -0.7646, 0.0555], [0.4247, -0.1673, -0.3570], [0.5939, 0.3617, 0.6521], [1.1289, -3.1110, 1.3765], [0.1512, 2.8683, 1.3631], [-0.1029, -0.3718, 0.0251], [0.5827, 0.1661, -2.3407], [-2.9903, -3.1323, 1.2543], [0.7715, 1.3529, -1.1643], [0.5884, 3.4423, 0.1711], [-5.8219, 4.1474, 1.7058], [6.9624, -5.4729, -3.2936], [0.2077, 0.7837, -0.0723], [0.3438, 0.6478, 0.3127], [-0.5353, -2.4611, -0.5648], [0.0784, 0.7377, 0.3880], [-0.6377, -0.0102, 0.2379], [-0.6543, 0.8461, 0.3661], [0.9497, 1.5864, -0.9413], [0.7239, -1.0776, 2.8674], [-0.2750, -0.7343, -1.4379], [0.0053, -0.4820, -0.5647], [-1.7527, -0.4128, 1.0881], [0.2597, 0.9223, 0.1067], [0.8413, 1.5039, -0.4637], [-2.4653, -0.8119, 1.6925], [1.3317, -0.4175, -6.5282], [0.4752, -1.0150, 0.7991], [1.8720, 0.1444, 3.4662], [-1.7655, 1.9993, -1.5658], [0.3229, -1.0639, 1.3988], [0.0035, -1.0109, -1.4372], [-0.0569, 0.0781, 1.5755]], "charge": 6, "energy_ev": -271864.527, "spin_multiplicity": 2, "homo_lumo_gap_ev": [6.7, 4.1]}